# 1
{"formula": "C8H12N2S", "method": "wB97M-V/def2-TZVPD", "species": ["C", "C", "C", "C", "C", "C", "C", "C", "N", "N", "S", "H", "H", "H", "H", "H", "H", "H", "H", "H", "H", "H", "H"], "xyz": [[-0.152, -1.242, -0.823], [-0.368, -0.185, 0.012], [0.920, 1.385, -0.705], [1.940, 0.707, -1.289], [3.288, 1.311, -1.389], [-2.892, -0.251, 0.626], [-1.164, -0.621, 2.317], [-1.436, 0.170, 1.002], [1.823, -0.502, -1.765], [0.905, -1.385, -1.680], [0.580, 2.951, -0.337], [-0.859, -2.077, -0.790], [3.962, 0.665, -1.965], [3.647, 1.374, -0.277], [3.270, 2.330, -1.688], [-3.006, -1.345, 0.905], [-3.113, -0.146, -0.385], [-3.531, 0.369, 1.395], [-1.394, -1.671, 2.073], [-1.816, -0.258, 3.016], [-0.181, -0.509, 2.612], [-1.392, 1.171, 1.263], [0.971, -2.241, -2.129]], "atomic_forces_ev_per_a": [[-1.32, 1.12, 1.68], [1.29, 1.07, -2.27], [-2.27, -0.32, 1.52], [-1.00, -0.70, 0.04], [1.17, -0.65, 2.62], [0.28, 0.01, 3.62], [-0.32, -0.98, -3.17], [0.00, -3.13, -0.21], [4.11, -0.80, -2.10], [-3.04, 1.67, 2.18], [-0.19, -0.78, 0.17], [0.35, -0.02, 0.10], [-0.20, 0.40, 0.13], [-0.22, -0.22, -1.95], [-0.09, 0.86, -0.67], [-0.07, 1.24, -0.43], [-0.73, 0.65, -1.60], [0.64, -1.27, -1.95], [0.31, 0.25, 0.51], [-1.67, 0.70, 2.11], [2.09, 0.14, 0.81], [0.15, 2.14, 0.03], [0.73, -1.36, -1.19]], "multiplicity": 3, "total_charge": 0, "orbital_gap_ev": [6.81, 5.74], "de_lowest_kj_mol": 232.3, "s_squared": 2.042}

***

# 2
{"formula": "C8H12N3", "method": "wB97M-V/def2-TZVPD", "species": ["C", "C", "C", "C", "C", "C", "C", "C", "N", "N", "N", "H", "H", "H", "H", "H", "H", "H", "H", "H", "H", "H", "H"], "xyz": [[-0.959, 1.659, 0.803], [0.721, 0.979, -0.311], [-0.289, 1.094, -1.200], [2.019, -1.432, 0.611], [2.172, 0.781, -0.570], [2.753, -0.487, -0.201], [-2.761, 1.468, -1.011], [0.008, -2.103, 1.693], [0.322, 1.536, 0.958], [-1.391, 1.483, -0.485], [0.774, -1.351, 0.791], [-1.635, 1.913, 1.500], [2.644, -2.318, 1.086], [2.419, 1.183, -1.559], [2.597, 1.575, 0.085], [3.815, -0.617, -0.412], [-0.209, 0.764, -2.161], [-3.296, 2.062, -0.282], [-2.714, 1.879, -1.986], [-3.097, 0.420, -0.925], [0.681, -2.702, 2.316], [-0.709, -2.469, 1.123], [-0.393, -1.347, 2.435]], "atomic_forces_ev_per_a": [[1.25, -0.05, -2.74], [-0.04, 2.34, 1.59], [0.17, -0.35, 2.58], [3.07, -2.14, 0.52], [-0.81, 0.96, 0.36], [-0.74, 0.14, 0.52], [0.93, -0.94, 2.25], [4.06, 2.78, 3.83], [0.42, -2.00, -1.51], [0.81, -0.53, -0.49], [-0.52, 1.36, -1.15], [-2.14, 1.11, 2.57], [-1.05, 1.78, -0.74], [0.50, -0.46, -0.10], [0.67, -0.44, 0.00], [-0.21, -0.39, 0.05], [-0.60, -0.48, -2.62], [-0.67, 0.28, -0.39], [-0.50, 0.27, -0.89], [-0.25, 0.58, -0.61], [-0.61, -0.87, -0.24], [-3.65, -2.37, -1.87], [-0.08, -0.56, -0.92]], "total_charge": 1, "orbital_gap_ev": [5.60, 5.14], "de_lowest_kj_mol": 458.1}

***

# 3
{"formula": "C8H12N3O3", "method": "wB97M-V/def2-TZVPD", "species": ["C", "C", "C", "C", "C", "C", "C", "C", "N", "N", "N", "O", "O", "O", "H", "H", "H", "H", "H", "H", "H", "H", "H", "H", "H", "H"], "xyz": [[-0.624, -1.205, -0.501], [2.082, 1.714, -0.068], [-0.937, -2.480, 0.266], [-2.241, -2.147, 0.905], [-2.419, -0.617, 0.904], [4.048, 2.885, -0.746], [-1.274, 1.124, -0.413], [0.950, 1.628, 0.698], [-0.387, 3.040, 2.078], [0.333, 2.369, 1.505], [-1.522, -0.142, -0.099], [0.333, -1.030, -1.236], [2.379, 0.770, -0.937], [2.879, 2.790, 0.080], [-1.187, -3.226, -0.506], [-0.069, -2.513, 0.999], [-2.940, -2.585, 0.227], [-2.323, -2.600, 1.930], [-3.567, -0.301, 0.750], [-2.024, -0.169, 1.832], [4.100, 2.121, -1.540], [4.907, 2.744, -0.243], [4.156, 3.921, -1.084], [-1.705, 1.913, 0.236], [-0.682, 1.310, -1.206], [1.633, 0.077, -1.125]], "atomic_forces_ev_per_a": [[1.56, 0.01, -1.10], [0.03, 0.89, 0.55], [0.78, 1.85, -0.40], [-0.73, -0.18, 1.59], [-2.36, 0.45, 1.79], [-1.30, 0.50, -2.46], [-0.54, -1.37, 4.12], [-0.78, -2.28, -1.30], [1.24, -1.24, -0.22], [-1.30, 3.19, 1.01], [0.64, 0.43, -1.94], [-1.38, 0.29, 0.88], [-0.53, 0.00, -0.34], [-0.58, -1.96, -0.56], [1.45, -0.40, 0.68], [-0.87, -0.95, -1.16], [-1.13, -0.19, 0.15], [-0.28, 0.56, -1.06], [2.80, -0.53, 0.19], [-0.66, -0.27, 0.07], [-0.60, 0.72, 0.09], [2.66, -0.77, 2.64], [-0.67, -0.30, -0.36], [-0.13, -0.56, -0.95], [1.58, 0.68, -2.72], [1.12, 1.44, 0.82]], "total_charge": 1, "orbital_gap_ev": 7.17, "de_lowest_kj_mol": 421.4}